(1)
Molecular formula: C16H17Cl2N5OS2
Method: DFT, the ωB97M-V functional and the def2-TZVPD basis

As for the spin multiplicity: 1. As for the frontier orbital gap: 8.41 eV. The calculation puts the molar mass at 430.4 g mol⁻¹. Its HOMO energy is -8.41 eV. Its charge is 0. The LUMO energy is 0.000 Ha.

CARTESIAN COORDINATES (ANGSTROEM)
O1 -0.52 0.36 -2.83
Cl1 5.00 -2.30 0.30
Cl2 -1.34 5.83 -0.41
N1 -1.93 -2.17 2.11
N2 -1.83 -3.25 2.83
S1 0.16 -1.80 3.78
S2 -0.69 0.23 2.03
C1 -0.77 0.93 -1.80
C2 -0.94 -1.41 2.41
C3 -0.87 -3.23 3.76
C4 2.32 -2.28 0.02
C5 3.39 -0.32 -0.76
C6 1.06 -1.77 -0.28
C7 2.16 0.30 -0.98
C8 3.46 -1.54 -0.08
C9 1.00 -0.41 -0.70
N3 -0.83 -4.04 4.87
N4 -0.18 0.40 -0.63
N5 -2.27 0.97 0.43
C10 -1.24 -0.01 0.38
C11 -3.16 3.76 0.07
C12 -1.39 3.30 -1.49
C13 -4.00 2.55 -0.33
C14 -2.34 4.36 -1.09
C15 -1.97 1.85 -1.79
C16 -2.99 1.43 -0.73
H1 2.44 -3.34 0.30
H2 4.35 0.11 -1.13
H3 0.15 -2.47 -0.21
H4 2.08 1.33 -1.39
H5 -0.89 -3.49 5.77
H6 -1.50 -4.76 4.84
H7 -2.85 0.73 1.28
H8 -1.60 -1.03 0.20
H9 -3.79 4.51 0.49
H10 -2.41 3.52 0.92
H11 -0.82 3.19 -0.55
H12 -0.70 3.72 -2.18
H13 -4.65 2.70 -1.26
H14 -4.57 2.36 0.52
H15 -2.97 4.70 -1.97
H16 -2.35 1.84 -2.82
H17 -3.60 0.58 -1.12

For reference, the Löwdin charges in units of e are: 0.12 0.64 0.52 -0.04 -0.02 1.01 1.01 -0.39 -0.96 -0.68 -0.13 -0.09 -0.01 -0.01 -0.66 -0.23 0.04 0.02 -0.09 -0.56 -0.24 -0.20 -0.11 -0.60 -0.13 -0.29 0.11 0.12 0.15 0.14 0.12 0.07 0.13 0.11 0.09 0.14 0.11 0.10 0.15 0.09 0.14 0.16 0.16

***

(2)
Molecular formula: C3H8O3
Method: DFT, the ωB97M-V functional and the def2-TZVPD basis

As for the spin multiplicity: 1. As for the frontier orbital gap: 10.93 eV. The calculation puts the molar mass at 92.1 g mol⁻¹. Its HOMO energy is -10.27 eV. Its charge is 0. The LUMO energy is 0.025 Ha.

CARTESIAN COORDINATES (ANGSTROEM)
C1 -1.46 1.07 1.06
C2 0.00 1.28 1.56
O1 0.27 2.28 2.26
O2 0.99 0.39 1.22
H1 -2.11 2.00 1.20
H2 -1.32 0.66 0.08
H3 -2.00 0.22 1.57
H4 1.72 0.74 1.94
C3 0.54 -1.44 -2.12
O3 1.18 -1.00 -0.92
H5 0.53 -0.62 -2.87
H6 1.02 -2.21 -2.63
H7 -0.39 -1.81 -2.13
H8 1.03 -1.57 -0.22

For reference, the Löwdin charges in units of e are: 0.01 -0.51 0.02 0.02 0.11 0.05 0.09 0.21 -0.13 -0.08 0.10 0.05 0.03 0.02

***

(3)
Molecular formula: C39H88N8O7
Method: DFT, the ωB97M-V functional and the def2-TZVPD basis

As for the spin multiplicity: 1. As for the frontier orbital gap: 8.09 eV. The calculation puts the molar mass at 781.2 g mol⁻¹. Its HOMO energy is -7.97 eV. Its charge is 0. The LUMO energy is 0.004 Ha.

CARTESIAN COORDINATES (ANGSTROEM)
C1 17.49 14.08 9.78
C2 16.85 12.82 10.39
C3 16.24 11.99 9.30
C4 18.08 11.96 10.87
C5 18.69 12.38 12.26
C6 17.64 12.30 13.32
C7 16.32 13.19 12.95
C8 15.32 12.62 13.97
C9 16.45 14.70 13.15
N1 15.89 12.97 11.53
O1 14.77 13.66 11.13
H1 18.07 13.98 8.86
H2 16.77 14.85 9.49
H3 18.13 14.65 10.47
H4 16.90 11.45 8.61
H5 15.60 11.21 9.72
H6 15.68 12.65 8.64
H7 17.79 10.92 11.05
H8 18.85 11.89 10.11
H9 19.54 11.78 12.61
H10 18.96 13.42 12.04
H11 18.10 12.68 14.23
H12 17.37 11.27 13.51
H13 14.56 13.36 14.24
H14 15.68 12.25 14.93
H15 14.75 11.79 13.55
H16 17.05 15.25 12.42
H17 16.88 14.90 14.13
H18 15.47 15.15 13.32
H19 14.05 13.07 11.34
C10 16.20 14.41 21.19
C11 16.54 13.01 21.59
C12 16.25 12.02 20.45
C13 18.08 13.02 21.87
C14 18.61 11.72 22.51
C15 17.92 11.54 23.76
C16 16.35 11.58 23.78
C17 15.86 10.22 23.30
C18 15.90 11.75 25.26
N2 15.92 12.71 22.87
O2 14.54 13.03 22.87
H20 15.18 14.60 20.86
H21 16.43 15.17 21.94
H22 16.71 14.78 20.30
H23 15.23 11.66 20.59
H24 16.45 12.41 19.45
H25 16.78 11.07 20.56
H26 18.66 13.01 20.95
H27 18.41 13.80 22.57
H28 18.42 10.93 21.78
H29 19.69 11.79 22.61
H30 18.23 12.32 24.46
H31 18.33 10.59 24.11
H32 14.77 10.14 23.28
H33 16.16 9.48 24.03
H34 16.24 9.86 22.34
H35 14.84 11.67 25.50
H36 16.13 12.76 25.59
H37 16.40 10.97 25.84
H38 14.24 12.40 22.21
C19 20.52 8.75 15.32
C20 19.59 9.10 16.50
C21 20.26 8.82 17.88
C22 19.31 10.63 16.41
C23 18.04 11.07 17.13
C24 16.87 10.23 16.80
C25 17.09 8.69 16.96
C26 16.85 8.35 18.50
C27 15.96 7.98 16.19
N3 18.38 8.27 16.42
O3 18.61 6.92 16.41
H39 19.98 9.03 14.42
H40 21.54 9.15 15.35
H41 20.68 7.69 15.10
H42 20.18 7.75 18.07
H43 21.33 9.05 17.89
H44 19.81 9.42 18.67
H45 20.11 11.23 16.85
H46 19.18 10.93 15.37
H47 18.12 11.02 18.21
H48 17.84 12.05 16.70
H49 16.56 10.44 15.78
H50 16.08 10.59 17.46
H51 17.58 8.86 19.13
H52 16.83 7.26 18.61
H53 15.86 8.73 18.72
H54 15.02 8.52 16.26
H55 15.94 6.95 16.56
H56 16.32 7.97 15.16
H57 18.58 6.72 15.47
C28 11.51 13.11 20.98
C29 10.88 11.98 21.80
C30 11.85 11.28 22.77
C31 9.77 12.58 22.66
C32 8.51 13.06 22.00
C33 7.92 11.89 21.20
C34 8.93 11.07 20.27
C35 8.37 9.69 19.97
C36 8.99 11.86 18.93
N4 10.28 10.96 20.84
O4 11.21 10.11 20.17
H58 11.73 14.01 21.56
H59 12.45 12.78 20.55
H60 10.94 13.40 20.09
H61 11.29 10.49 23.29
H62 12.66 10.77 22.27
H63 12.20 11.98 23.54
H64 9.49 11.82 23.39
H65 10.09 13.51 23.12
H66 7.80 13.56 22.66
H67 8.83 13.88 21.35
H68 7.18 12.40 20.58
H69 7.46 11.18 21.88
H70 8.42 8.99 20.81
H71 8.95 9.18 19.20
H72 7.32 9.75 19.68
H73 9.30 12.90 19.02
H74 7.98 11.92 18.53
H75 9.55 11.33 18.17
H76 11.65 10.83 19.72
N5 11.45 7.17 18.95
C37 10.71 6.53 19.82
N6 10.37 7.29 20.84
O5 10.35 5.39 19.69
H77 11.61 6.70 18.07
H78 11.39 8.17 19.07
H79 10.65 8.26 20.88
H80 9.97 6.86 21.66
N7 14.94 15.57 16.77
C38 15.38 14.42 17.20
N8 16.71 14.40 17.20
O6 14.71 13.53 17.64
H81 15.50 16.17 16.18
H82 13.95 15.74 16.82
H83 17.28 15.17 16.88
H84 17.09 13.77 17.90
C39 13.01 10.71 17.33
O7 13.30 11.46 18.54
H85 13.26 9.68 17.57
H86 11.93 10.79 17.19
H87 13.58 11.03 16.46
H88 13.61 12.33 18.25

Results of the Löwdin charge analysis, in e, for atoms 1 through 99: -0.04 -0.49 -0.06 -0.13 -0.18 -0.14 -0.42 -0.05 -0.03 -0.12 0.00 0.09 0.08 0.06 0.09 0.09 0.08 0.11 0.11 0.11 0.10 0.10 0.11 0.07 0.05 0.09 0.08 0.06 0.07 0.11 -0.05 -0.50 0.00 -0.12 -0.23 -0.17 -0.44 -0.04 -0.03 -0.10 -0.01 0.08 0.09 0.07 0.08 0.06 0.06 0.11 0.12 0.10 0.12 0.12 0.13 0.07 0.08 0.08 0.08 0.08 0.08 0.05 -0.04 -0.47 -0.02 -0.11 -0.21 -0.15 -0.46 -0.01 -0.03 -0.15 0.01 0.08 0.09 0.07 0.08 0.08 0.07 0.12 0.09 0.10 0.09 0.10 0.11 0.06 0.08 0.07 0.07 0.08 0.08 0.11 -0.02 -0.46 -0.03 -0.17 -0.19 -0.10 -0.48 -0.04 -0.04

***

(4)
Molecular formula: CF3O5PS
Method: DFT, the ωB97M-V functional and the def2-TZVPD basis

As for the spin multiplicity: 1. As for the frontier orbital gap: 7.27 eV. The calculation puts the molar mass at 212.0 g mol⁻¹. Its HOMO energy is -0.67 eV. Its charge is -2. The LUMO energy is 0.242 Ha.

CARTESIAN COORDINATES (ANGSTROEM)
C1 -3.16 0.07 -0.14
O1 3.71 0.56 0.06
O2 2.72 -1.77 -0.55
O3 1.52 -0.18 1.22
O4 0.18 1.95 0.45
O5 1.37 0.35 -1.03
F1 -3.58 -1.29 0.26
F2 -2.33 -0.14 -1.20
F3 -2.17 0.45 0.89
P1 2.57 -0.38 -0.07
S1 0.27 0.52 0.13

For reference, the Löwdin charges in units of e are: -0.41 -0.37 -0.36 -0.44 -0.43 -0.45 -0.20 -0.12 -0.26 0.13 0.92

***

(5)
Molecular formula: C17H34BaN2OPS
Method: DFT, the ωB97M-V functional and the def2-TZVPD basis

As for the spin multiplicity: 1. As for the frontier orbital gap: 3.28 eV. The calculation puts the molar mass at 482.8 g mol⁻¹. Its HOMO energy is -1.30 eV. Its charge is -1. The LUMO energy is 0.073 Ha.

CARTESIAN COORDINATES (ANGSTROEM)
Ba1 -0.37 -1.39 -0.56
C1 -1.42 -1.66 3.79
C2 -0.67 -0.59 2.96
O1 -0.43 -1.03 1.81
H1 -1.06 -2.68 3.57
H2 -2.47 -1.61 3.47
H3 -1.40 -1.46 4.86
C3 2.30 0.05 4.39
N1 2.50 -0.87 3.29
C4 2.32 -2.25 3.33
C5 2.43 -2.70 2.06
N2 2.67 -1.61 1.27
C6 2.68 -0.48 2.01
S1 2.94 1.11 1.46
H4 2.00 -0.53 5.26
H5 1.51 0.75 4.12
H6 3.23 0.59 4.60
H7 2.16 -2.76 4.26
H8 2.36 -3.69 1.64
H9 2.57 -1.60 0.24
C7 2.63 -0.63 -3.23
C8 1.88 -1.96 -3.10
C9 2.67 -3.00 -3.92
C10 0.51 -1.83 -3.78
C11 1.73 -2.42 -1.62
H10 2.68 -0.28 -4.27
H11 3.65 -0.75 -2.86
H12 2.15 0.14 -2.63
H13 2.80 -2.71 -4.97
H14 2.15 -3.97 -3.88
H15 3.65 -3.14 -3.47
H16 0.59 -1.67 -4.86
H17 -0.08 -0.99 -3.40
H18 -0.06 -2.76 -3.61
H19 2.74 -2.15 -1.23
C12 1.26 4.09 -4.22
C13 1.33 2.70 -3.60
P1 0.29 2.38 -2.11
C14 -1.36 2.95 -2.75
C15 -2.53 2.62 -1.83
C16 0.74 3.77 -0.99
C17 0.27 3.55 0.45
H20 1.96 4.18 -5.06
H21 1.53 4.87 -3.50
H22 0.27 4.32 -4.60
H23 2.35 2.46 -3.30
H24 1.06 1.93 -4.33
H25 -1.50 2.45 -3.72
H26 -1.33 4.03 -2.96
H27 -2.55 1.56 -1.58
H28 -3.48 2.87 -2.30
H29 -2.47 3.17 -0.89
H30 0.36 4.71 -1.39
H31 1.84 3.83 -1.00
H32 -0.82 3.48 0.51
H33 0.57 4.38 1.08
H34 0.68 2.64 0.87

For reference, the Löwdin charges in units of e are: 1.35 -0.17 -0.32 -0.58 0.05 0.05 0.03 -0.07 -0.13 -0.08 -0.09 0.05 -0.84 0.51 0.08 0.06 0.08 0.11 0.11 0.04 -0.12 -0.81 -0.13 -0.16 -0.46 0.07 0.08 0.02 0.06 0.06 0.06 0.07 0.01 0.06 -0.08 -0.16 -0.44 0.94 -0.44 -0.17 -0.43 -0.17 0.06 0.06 0.06 0.07 0.07 0.07 0.07 0.05 0.06 0.05 0.07 0.08 0.05 0.07 0.00